Here is a cluster of 2 separate species, C4H11NO in total at a distorted geometry from the OMol25 dataset. Energies are from wB97M-V/def2-TZVPD.

Each atom is followed by the atoms it is bonded to, with distances in Å.
Atoms and positions in Å:
1 C -1.871 -1.052 0.086  C2 1.533, H4 1.090, H5 1.090, H6 1.088
2 C -1.349 0.262 -0.508  C1 1.533, N3 1.464, H7 1.089, H8 1.094
3 N -1.483 1.356 0.455  C2 1.464, H9 1.016, H10 1.006
4 H -2.728 -0.805 0.713  C1 1.090
5 H -2.251 -1.663 -0.732  C1 1.090
6 H -1.082 -1.558 0.637  C1 1.088
7 H -0.307 0.126 -0.796  C2 1.089
8 H -1.886 0.504 -1.430  C2 1.094
9 H -0.905 1.131 1.260  N3 1.016
10 H -1.121 2.200 0.047  N3 1.006
11 C 2.151 -0.637 0.852  C12 1.327, H14 1.081, H15 1.079
12 C 2.003 -0.153 -0.375  C11 1.327, O13 1.396, H16 1.083
13 O 1.685 1.187 -0.603  C12 1.396, H17 0.965
14 H 2.380 -1.691 0.929  C11 1.081
15 H 2.046 -0.027 1.736  C11 1.079
16 H 2.235 -0.726 -1.264  C12 1.083
17 H 2.484 1.547 -1.006  O13 0.965

Calculated values
- E_LUMO (eV) = 0.77
- ΔE to the lowest compared entry with this formula, charge and spin (kcal/mol) = 44.15
- spin multiplicity = 1
- SMILES = C=CO.CCN
- energy (eV) = -7862.63894
- M (g/mol) = 89.138
- strongest force on any atom (eV Å⁻¹) = 1.08